88
Properties=species:S:1:pos:R:3:mulliken_charge:R:1 method="wB97M-V/def2-TZVPD" multiplicity=1 orbital_gap_ev=5.336 total_charge=-1
S 3.74 -0.86 -1.64 -0.324
P 2.22 -1.64 1.87 0.413
P -4.15 0.32 0.75 0.993
P 2.12 0.19 -1.38 0.366
Si 2.83 2.26 1.73 0.238
Si 4.04 6.17 3.34 0.523
Si -0.85 -5.93 -5.09 0.113
Si 1.22 0.03 0.70 -0.192
Si 0.55 -3.87 -3.42 -0.085
O -4.39 -1.04 1.56 -0.370
O 1.38 1.49 1.47 0.012
O -5.29 1.36 1.19 -0.406
O 4.55 4.87 2.45 -0.456
O -4.20 0.09 -0.69 -0.778
N 3.78 -1.72 2.03 -0.788
N -0.30 -5.27 -3.67 -0.061
C -2.09 -4.85 -6.05 -1.065
C -5.18 -1.87 3.69 -1.336
C -4.00 -1.35 2.90 -0.040
C 2.79 3.98 1.01 -0.264
C -6.32 2.91 2.70 -1.302
C 2.97 7.35 2.35 -1.102
C -2.59 1.06 1.31 -0.868
C 3.02 5.52 4.77 -0.930
C 0.87 -3.65 -1.55 -0.458
C 4.18 4.62 1.11 -0.710
C -5.69 1.54 2.55 0.163
C -1.47 0.90 0.27 -0.899
C -0.34 -2.27 -3.95 -0.849
C 5.49 7.11 4.04 -1.092
C 0.51 -6.38 -6.35 -1.062
C -0.60 -0.36 0.53 -0.316
C 2.26 -3.80 -4.25 -0.941
C -1.76 -7.55 -4.74 -1.046
H -2.81 2.12 1.48 0.498
H -6.42 0.76 2.78 0.133
H -2.85 -4.46 -5.37 0.265
H -3.26 -2.14 2.82 0.350
H 2.17 -3.67 -5.33 0.308
H -7.40 2.88 2.56 0.312
H -5.66 -2.69 3.18 0.316
H -1.88 0.85 -0.74 0.520
H 3.04 2.31 3.19 -0.184
H 0.13 -7.01 -7.16 0.343
H -1.59 -3.99 -6.52 0.292
H 2.88 8.29 2.90 0.401
H -0.37 -2.17 -5.04 0.388
H 2.87 -2.97 -3.87 0.275
H 5.99 6.53 4.81 0.291
H 4.25 5.52 0.49 0.288
H 2.23 1.58 -1.63 0.080
H 2.04 4.60 1.49 0.161
H 2.80 -4.73 -4.06 0.256
H -4.82 -2.22 4.66 0.399
H 1.44 -4.50 -1.16 0.337
H 2.55 3.89 -0.06 0.416
H -1.09 -8.26 -4.24 0.255
H -2.25 0.67 2.26 0.471
H -1.37 -2.28 -3.58 0.225
H 2.58 4.56 4.48 0.196
H -2.61 -7.36 -4.07 0.255
H -2.59 -5.41 -6.85 0.348
H 1.97 6.95 2.18 0.334
H 1.32 -6.92 -5.85 0.266
H 4.92 3.92 0.70 0.435
H -0.85 1.80 0.33 0.260
H -5.91 -1.08 3.90 0.251
H 0.94 -5.48 -6.81 0.294
H 1.06 -0.17 -2.24 -0.179
H -5.88 3.60 1.98 0.342
H 1.62 -2.79 1.32 0.070
H 1.52 -1.53 3.10 0.040
H -6.13 3.31 3.70 0.348
H -0.90 -0.85 1.46 0.151
H -0.72 -1.11 -0.25 0.408
H 0.16 -1.38 -3.55 0.147
H 5.08 8.00 4.53 0.311
H -0.09 -3.61 -1.02 0.254
H 3.65 5.32 5.64 0.302
H -3.56 -0.49 3.40 0.283
H 3.93 1.52 1.07 -0.133
H 3.40 7.59 1.37 0.345
H 6.21 7.44 3.30 0.296
H 1.43 -2.73 -1.33 -0.278
H 4.26 -1.02 1.48 0.317
H 2.22 6.21 5.05 0.344
H -4.84 1.43 3.23 0.247
H -2.14 -8.02 -5.65 0.272

---

90
Properties=species:S:1:pos:R:3:mulliken_charge:R:1 method="wB97M-V/def2-TZVPD" smiles=OCCO.OCCO.OCCO.OCCO.OCCO.OCCO.OCCO.OCCO.OCCO multiplicity=1 orbital_gap_ev=9.949
O -2.41 6.03 1.77 -0.575
O -1.35 -2.04 -4.34 -0.557
O 1.54 -2.65 0.63 -0.503
O 0.51 -0.22 5.25 -0.548
O 3.52 -4.55 -0.52 -0.557
O 2.81 -2.11 4.99 -0.469
O -4.09 0.53 -2.31 -0.412
O -1.35 0.69 0.53 -0.246
O -5.22 -1.27 2.28 -0.572
O -6.30 0.14 -0.07 -0.548
O 4.57 0.66 1.72 -0.599
O 4.59 0.02 -4.87 -0.491
O -1.69 3.21 1.40 -0.536
O -1.92 -1.07 -1.66 -0.604
O 1.42 0.04 -0.04 -0.044
O 2.61 0.00 -2.82 -0.506
O -5.50 2.95 -0.99 -0.520
O 6.70 -1.10 2.56 -0.535
C 5.60 -1.58 1.88 -0.465
C 1.30 -3.43 -0.50 -0.203
C -2.20 4.13 0.38 0.128
C 3.85 0.82 -2.73 -0.156
C -1.82 5.57 0.56 -0.611
C 2.62 -3.75 -1.26 -0.287
C 5.04 -0.48 0.92 0.285
C -1.35 -0.67 -3.97 -0.410
C -4.54 -1.10 1.05 0.529
C -4.76 2.89 -2.20 -0.868
C 0.42 -1.69 5.26 -0.138
C -5.68 -1.06 0.04 -0.445
C -0.54 -0.01 1.44 -0.526
C 1.73 -2.21 5.92 -0.611
C -3.66 1.85 -2.25 0.333
C -0.92 -0.57 -2.49 1.071
C 0.92 0.57 1.19 -0.566
C 4.32 1.23 -4.17 -0.652
H -3.85 -1.94 0.92 0.256
H 1.47 -0.90 0.14 -0.073
H -3.13 1.83 -1.30 -0.343
H -0.63 0.46 -2.30 0.142
H -0.12 -1.24 -2.18 -0.677
H 0.64 -3.00 -1.26 0.053
H -1.65 2.30 1.12 0.347
H -5.38 2.78 -3.08 0.500
H 4.69 0.26 -2.32 0.181
H -0.82 0.03 2.49 0.145
H 2.13 -0.04 -1.99 0.282
H -2.73 -0.66 -1.97 0.174
H 4.82 -1.89 2.57 0.152
H -4.29 3.86 -2.40 0.387
H -0.68 -1.09 1.31 0.403
H -5.74 0.77 -0.53 0.282
H 5.87 -0.25 0.26 0.286
H -6.44 2.89 -1.20 0.307
H 4.13 1.30 1.16 0.295
H -5.24 -1.26 -0.94 0.131
H 0.83 -4.33 -0.13 0.490
H -1.96 3.81 -0.63 0.140
H 2.62 -4.05 -2.31 0.447
H 1.54 0.19 2.00 0.293
H 3.00 -2.74 -1.39 0.013
H 5.29 1.72 -4.08 0.374
H -0.41 -2.24 -4.41 0.350
H -4.73 0.41 -3.02 0.245
H 0.94 1.66 1.24 0.478
H -2.93 2.07 -3.03 0.401
H 3.01 -1.18 4.89 0.310
H 6.85 -1.77 3.23 0.334
H -0.75 -0.02 -4.61 0.335
H -6.46 -1.81 0.21 0.356
H 5.16 0.20 -5.63 0.270
H 0.27 -2.11 4.27 0.156
H 1.99 -1.74 6.87 0.329
H -2.19 5.39 2.45 0.323
H -2.13 6.31 -0.17 0.314
H 4.40 -4.29 -0.78 0.327
H 3.66 1.89 -4.73 0.349
H -0.76 5.70 0.76 0.304
H 1.96 -3.18 1.31 0.268
H -0.41 -1.96 5.92 0.390
H 3.75 1.71 -2.10 0.331
H -0.30 0.22 4.97 0.270
H -1.31 0.13 -0.24 -0.051
H -4.03 -0.14 1.01 -0.246
H -4.61 -0.92 2.92 0.309
H 5.82 -2.50 1.33 0.317
H 4.22 -0.81 0.29 -0.041
H 1.55 -3.27 6.04 0.313
H -2.40 -0.37 -4.05 0.149
H -3.28 4.05 0.53 0.234

---

Please write out number 2 again, unchanged.
90
Properties=species:S:1:pos:R:3:mulliken_charge:R:1 method="wB97M-V/def2-TZVPD" smiles=OCCO.OCCO.OCCO.OCCO.OCCO.OCCO.OCCO.OCCO.OCCO multiplicity=1 orbital_gap_ev=9.949
O -2.41 6.03 1.77 -0.575
O -1.35 -2.04 -4.34 -0.557
O 1.54 -2.65 0.63 -0.503
O 0.51 -0.22 5.25 -0.548
O 3.52 -4.55 -0.52 -0.557
O 2.81 -2.11 4.99 -0.469
O -4.09 0.53 -2.31 -0.412
O -1.35 0.69 0.53 -0.246
O -5.22 -1.27 2.28 -0.572
O -6.30 0.14 -0.07 -0.548
O 4.57 0.66 1.72 -0.599
O 4.59 0.02 -4.87 -0.491
O -1.69 3.21 1.40 -0.536
O -1.92 -1.07 -1.66 -0.604
O 1.42 0.04 -0.04 -0.044
O 2.61 0.00 -2.82 -0.506
O -5.50 2.95 -0.99 -0.520
O 6.70 -1.10 2.56 -0.535
C 5.60 -1.58 1.88 -0.465
C 1.30 -3.43 -0.50 -0.203
C -2.20 4.13 0.38 0.128
C 3.85 0.82 -2.73 -0.156
C -1.82 5.57 0.56 -0.611
C 2.62 -3.75 -1.26 -0.287
C 5.04 -0.48 0.92 0.285
C -1.35 -0.67 -3.97 -0.410
C -4.54 -1.10 1.05 0.529
C -4.76 2.89 -2.20 -0.868
C 0.42 -1.69 5.26 -0.138
C -5.68 -1.06 0.04 -0.445
C -0.54 -0.01 1.44 -0.526
C 1.73 -2.21 5.92 -0.611
C -3.66 1.85 -2.25 0.333
C -0.92 -0.57 -2.49 1.071
C 0.92 0.57 1.19 -0.566
C 4.32 1.23 -4.17 -0.652
H -3.85 -1.94 0.92 0.256
H 1.47 -0.90 0.14 -0.073
H -3.13 1.83 -1.30 -0.343
H -0.63 0.46 -2.30 0.142
H -0.12 -1.24 -2.18 -0.677
H 0.64 -3.00 -1.26 0.053
H -1.65 2.30 1.12 0.347
H -5.38 2.78 -3.08 0.500
H 4.69 0.26 -2.32 0.181
H -0.82 0.03 2.49 0.145
H 2.13 -0.04 -1.99 0.282
H -2.73 -0.66 -1.97 0.174
H 4.82 -1.89 2.57 0.152
H -4.29 3.86 -2.40 0.387
H -0.68 -1.09 1.31 0.403
H -5.74 0.77 -0.53 0.282
H 5.87 -0.25 0.26 0.286
H -6.44 2.89 -1.20 0.307
H 4.13 1.30 1.16 0.295
H -5.24 -1.26 -0.94 0.131
H 0.83 -4.33 -0.13 0.490
H -1.96 3.81 -0.63 0.140
H 2.62 -4.05 -2.31 0.447
H 1.54 0.19 2.00 0.293
H 3.00 -2.74 -1.39 0.013
H 5.29 1.72 -4.08 0.374
H -0.41 -2.24 -4.41 0.350
H -4.73 0.41 -3.02 0.245
H 0.94 1.66 1.24 0.478
H -2.93 2.07 -3.03 0.401
H 3.01 -1.18 4.89 0.310
H 6.85 -1.77 3.23 0.334
H -0.75 -0.02 -4.61 0.335
H -6.46 -1.81 0.21 0.356
H 5.16 0.20 -5.63 0.270
H 0.27 -2.11 4.27 0.156
H 1.99 -1.74 6.87 0.329
H -2.19 5.39 2.45 0.323
H -2.13 6.31 -0.17 0.314
H 4.40 -4.29 -0.78 0.327
H 3.66 1.89 -4.73 0.349
H -0.76 5.70 0.76 0.304
H 1.96 -3.18 1.31 0.268
H -0.41 -1.96 5.92 0.390
H 3.75 1.71 -2.10 0.331
H -0.30 0.22 4.97 0.270
H -1.31 0.13 -0.24 -0.051
H -4.03 -0.14 1.01 -0.246
H -4.61 -0.92 2.92 0.309
H 5.82 -2.50 1.33 0.317
H 4.22 -0.81 0.29 -0.041
H 1.55 -3.27 6.04 0.313
H -2.40 -0.37 -4.05 0.149
H -3.28 4.05 0.53 0.234